# 1
Computed, not measured: 6 unconnected molecules or ions with the total composition C35H31ClNO10, with ωB97M-V/def2-TZVPD.

The total charge is +1. As for the HOMO-LUMO gap: 7.1 eV. The total energy comes out at -71273.57969 eV.

Geometry (Å):
Cl: 3.95 1.76 1.85
C: 2.73 1.69 0.53
C: 1.91 2.98 0.53
C: 0.59 2.82 1.25
N: -0.18 1.81 0.44
C: 0.38 0.43 0.67
C: 1.92 0.37 0.63
H: 3.32 1.64 -0.38
H: 1.64 3.21 -0.51
H: 2.47 3.81 0.94
H: 0.70 2.42 2.26
H: 0.02 3.74 1.27
H: -1.16 1.81 0.72
H: -0.13 2.07 -0.55
H: -0.05 -0.22 -0.08
H: 0.01 0.11 1.64
H: 2.22 -0.26 -0.20
H: 2.24 -0.15 1.53
C: 1.68 4.01 -5.48
C: 0.70 3.77 -4.61
C: 1.01 3.15 -3.31
O: 0.16 2.91 -2.45
C: 2.42 2.82 -3.02
C: 3.41 3.05 -3.87
C: 3.10 3.68 -5.19
O: 3.98 3.90 -5.99
H: 1.49 4.46 -6.44
H: -0.33 4.02 -4.81
H: 2.55 2.33 -2.06
H: 4.45 2.81 -3.67
C: -2.76 -3.78 1.54
C: -1.99 -2.74 1.86
C: -0.60 -2.93 2.33
O: 0.11 -1.98 2.61
C: -0.09 -4.31 2.45
C: -0.85 -5.36 2.14
C: -2.24 -5.17 1.65
O: -2.94 -6.11 1.34
H: -3.78 -3.68 1.19
H: -2.35 -1.72 1.80
H: 0.93 -4.41 2.81
H: -0.50 -6.38 2.21
C: -8.19 -7.78 2.13
C: -8.25 -8.78 3.00
C: -7.03 -9.24 3.72
O: -7.08 -10.15 4.52
C: -5.75 -8.54 3.43
C: -5.70 -7.54 2.55
C: -6.92 -7.07 1.85
O: -6.87 -6.14 1.07
H: -9.06 -7.42 1.60
H: -9.16 -9.31 3.23
H: -4.88 -8.91 3.96
H: -4.78 -7.02 2.31
C: -3.78 6.44 -5.01
C: -4.74 7.34 -4.80
C: -4.42 8.73 -4.39
O: -5.29 9.54 -4.18
C: -2.98 9.09 -4.25
C: -2.02 8.19 -4.46
C: -2.35 6.80 -4.86
O: -1.47 5.98 -5.05
H: -3.99 5.42 -5.31
H: -5.79 7.11 -4.91
H: -2.77 10.11 -3.96
H: -0.97 8.42 -4.36
C: 6.71 -0.69 2.66
C: 7.77 -0.04 3.14
C: 8.99 -0.78 3.57
O: 9.95 -0.20 4.02
C: 8.97 -2.26 3.44
C: 7.91 -2.90 2.95
C: 6.70 -2.17 2.53
O: 5.73 -2.74 2.08
H: 5.81 -0.19 2.34
H: 7.81 1.03 3.25
H: 9.87 -2.77 3.76
H: 7.88 -3.98 2.85

# 2
Computed, not measured: a molecular structure, C29H29GeN2O4STi, with ωB97M-V/def2-TZVPD.

The multiplicity is 3. The total charge is +1. For the energy relative to the best compared isomer or geometry (same formula, charge and spin), the calculation gives 0.0 kcal/mol. As for the HOMO-LUMO gap (alpha / beta): 7.9 / 6.3 eV. The total energy comes out at -132174.86145 eV.

Geometry (Å):
Ti: -0.53 0.05 0.06
C: -2.66 3.47 -2.58
O: -1.48 3.92 -1.90
C: -1.56 3.90 -0.54
C: -1.53 5.10 0.15
C: -1.58 5.13 1.54
C: -1.67 3.95 2.25
C: -1.65 2.72 1.58
C: -1.80 1.50 2.35
N: -1.45 0.36 1.86
N: -1.81 -0.82 2.50
C: -1.88 -1.76 1.61
O: -1.59 -1.59 0.33
C: -2.31 -3.11 2.02
C: -2.55 -3.40 3.37
C: -2.94 -4.67 3.74
C: -3.10 -5.67 2.78
C: -2.87 -5.38 1.45
C: -2.47 -4.11 1.06
C: -1.59 2.69 0.16
O: -1.56 1.54 -0.52
H: -2.52 3.74 -3.63
H: -3.54 3.98 -2.19
H: -2.79 2.39 -2.48
H: -1.47 6.01 -0.42
H: -1.57 6.08 2.06
H: -1.75 3.96 3.33
H: -2.25 1.54 3.34
H: -2.44 -2.62 4.10
H: -3.13 -4.89 4.79
H: -3.41 -6.66 3.08
H: -3.01 -6.15 0.70
H: -2.31 -3.87 0.02
C: 1.33 -2.80 2.38
S: 1.99 -2.16 0.84
C: 1.27 -3.35 -0.28
O: 1.21 -0.87 0.62
H: 1.94 -3.66 2.67
H: 0.29 -3.08 2.28
H: 1.46 -2.01 3.12
H: 1.63 -4.34 0.01
H: 1.62 -3.11 -1.29
H: 0.18 -3.29 -0.20
Ge: 0.82 0.63 -2.37
C: 2.19 -0.71 -2.68
C: 1.99 -1.72 -3.63
C: 2.96 -2.70 -3.81
C: 4.12 -2.68 -3.05
C: 4.32 -1.68 -2.10
C: 3.35 -0.70 -1.92
C: 1.42 2.22 -1.41
C: 1.57 2.36 -0.03
C: 1.96 3.57 0.52
C: 2.21 4.66 -0.29
C: 2.05 4.55 -1.67
C: 1.65 3.34 -2.22
H: 0.00 0.99 -3.60
H: 1.09 -1.75 -4.23
H: 2.81 -3.47 -4.55
H: 4.87 -3.45 -3.19
H: 5.23 -1.66 -1.52
H: 3.52 0.08 -1.19
H: 1.39 1.56 0.68
H: 2.06 3.66 1.60
H: 2.52 5.61 0.14
H: 2.23 5.40 -2.31
H: 1.50 3.28 -3.29

# 3
Computed, not measured: a molecular structure, C40H36BrCl2INSSbW, with ωB97M-V/def2-TZVPD.

The total charge is +2. For the energy relative to the best compared isomer or geometry (same formula, charge and spin), the calculation gives 101.0 kcal/mol. As for the HOMO-LUMO gap: 6.9 eV. The total energy comes out at -165923.42066 eV.

Geometry (Å):
W: 0.66 -1.10 0.69
C: 5.49 -1.08 1.17
C: 4.33 -0.73 0.22
C: 4.65 -1.19 -1.19
C: 3.09 -1.35 0.83
C: 2.40 -2.43 0.23
C: 1.43 -3.16 1.00
C: 1.22 -2.82 2.37
C: 0.56 -3.79 3.30
C: 1.54 -1.51 2.75
C: 2.48 -0.76 1.96
H: 6.41 -0.64 0.79
H: 5.63 -2.16 1.23
H: 5.32 -0.70 2.18
H: 4.20 0.36 0.24
H: 4.91 -2.25 -1.22
H: 5.51 -0.64 -1.56
H: 3.83 -1.02 -1.90
H: 2.72 -2.83 -0.72
H: 1.08 -4.11 0.62
H: 0.00 -3.29 4.09
H: 1.37 -4.36 3.77
H: -0.08 -4.50 2.78
H: 1.29 -1.16 3.74
H: 2.88 0.16 2.36
S: -0.71 -1.23 -1.51
Sb: -1.33 0.97 -1.31
C: -2.55 0.99 0.40
C: -1.94 0.97 1.65
C: -2.68 0.66 2.78
C: -4.04 0.38 2.65
C: -4.65 0.43 1.41
C: -3.90 0.73 0.27
C: 0.64 1.89 -1.00
C: 1.06 3.06 -1.94
C: 2.55 3.08 -2.21
C: 3.49 3.07 -1.26
C: 3.30 2.95 0.20
C: 2.15 2.80 0.87
C: -2.27 1.89 -2.93
C: -2.02 1.43 -4.21
C: -2.63 2.07 -5.28
C: -3.48 3.15 -5.06
C: -3.72 3.60 -3.77
C: -3.11 2.97 -2.69
H: -0.17 1.21 2.64
H: -2.22 0.67 3.76
H: -4.62 0.13 3.53
H: -5.71 0.22 1.31
H: -4.38 0.72 -0.70
H: 0.48 3.15 -2.86
H: 2.86 3.13 -3.24
H: 4.52 3.13 -1.58
H: 4.21 2.99 0.78
H: 2.18 2.72 1.95
H: -1.37 0.58 -4.39
H: -2.46 1.72 -6.29
H: -3.96 3.64 -5.90
H: -4.39 4.44 -3.60
H: -3.30 3.32 -1.68
Cl: -2.41 3.76 2.55
C: -1.20 3.70 1.33
C: -1.32 4.78 0.34
C: -0.52 4.83 -0.73
C: 0.72 4.02 -0.77
C: 0.79 2.83 0.22
Cl: 1.74 0.48 -0.99
C: -0.34 2.68 1.19
N: -0.55 1.33 1.70
H: -2.14 5.47 0.47
H: -0.68 5.58 -1.50
H: 1.54 4.72 -0.60
Br: -3.34 -4.74 3.33
C: -2.56 -5.14 1.66
C: -2.64 -6.45 1.20
C: -2.08 -6.79 -0.02
C: -1.45 -5.83 -0.79
C: -1.36 -4.53 -0.34
C: -1.91 -4.19 0.88
I: -1.83 -2.21 1.59
H: -3.14 -7.20 1.80
H: -2.16 -7.82 -0.37
H: -1.02 -6.10 -1.75
H: -0.87 -3.78 -0.94

Look up the total charge of the second one. +1